The following is a DFT calculation (ωB97M-V/def2-TZVPD) of a molecular structure, C31H32CeN2O2S2.

Geometry (Å):
Ce -0.174 -0.848 -0.186
O 1.791 -1.764 0.279
S 2.903 -2.285 -0.690
C 2.737 -1.012 -1.944
C 3.760 -0.168 -2.318
C 3.490 0.854 -3.230
C 2.218 1.028 -3.747
C 1.195 0.149 -3.397
C 1.452 -0.874 -2.495
C 4.441 -1.936 0.069
C 4.630 -0.776 0.818
C 5.868 -0.567 1.394
C 6.892 -1.496 1.208
C 6.685 -2.644 0.458
C 5.443 -2.882 -0.113
H 4.756 -0.291 -1.913
H 4.292 1.513 -3.537
H 2.026 1.818 -4.459
H 0.220 0.232 -3.861
H 0.711 -1.674 -2.393
H 3.824 -0.066 0.954
H 6.045 0.318 1.989
H 7.858 -1.321 1.661
H 7.483 -3.362 0.327
H 5.262 -3.782 -0.687
O -1.946 -0.738 -1.464
S -3.393 -0.151 -1.384
C -4.473 -1.490 -1.002
C -5.776 -1.334 -1.459
C -6.705 -2.318 -1.156
C -6.318 -3.437 -0.432
C -5.002 -3.584 -0.004
C -4.065 -2.606 -0.283
C -3.321 0.768 0.146
C -2.605 0.331 1.267
C -2.594 1.110 2.412
C -3.287 2.317 2.441
C -3.985 2.748 1.324
C -3.993 1.978 0.164
H -6.063 -0.472 -2.048
H -7.725 -2.217 -1.500
H -7.044 -4.207 -0.211
H -4.712 -4.469 0.545
H -3.038 -2.727 0.036
H -2.152 -0.661 1.332
H -2.067 0.768 3.294
H -3.295 2.909 3.346
H -4.532 3.681 1.350
H -4.530 2.319 -0.713
C 2.010 4.463 0.189
C 0.603 4.068 0.666
C -0.481 4.829 -0.119
C 0.446 4.297 2.179
C 0.413 2.638 0.407
N 0.249 1.515 0.208
H 2.125 5.537 0.334
H 2.151 4.246 -0.869
H 2.783 3.957 0.767
H -0.372 5.890 0.101
H -1.481 4.517 0.181
H -0.368 4.689 -1.194
H 0.595 5.358 2.375
H 1.189 3.738 2.748
H -0.552 4.023 2.521
C -0.374 -5.534 1.726
C -0.498 -4.184 1.215
N -0.596 -3.112 0.811
H -1.283 -5.806 2.264
H 0.476 -5.588 2.405
H -0.224 -6.225 0.897

Its multiplicity is 2. The calculation puts the frontier orbital gap (spin up / spin down) at 8.7 / 8.8 eV. As for the HOMO energy (spin up / spin down): -0.6221 / -0.6221 hartree. As for the total charge: +3.

Löwdin charges in e: Ce 1.316; O -0.670; S 1.174; C -0.346; C -0.018; C -0.002; C -0.017; C -0.030; C -0.191; C -0.424; C -0.069; C -0.033; C -0.016; C -0.027; C -0.057; H 0.128; H 0.133; H 0.130; H 0.133; H 0.104; H 0.116; H 0.123; H 0.128; H 0.128; H 0.122; O -0.662; S 1.189; C -0.385; C -0.057; C -0.025; C -0.019; C -0.038; C -0.064; C -0.364; C -0.139; C -0.035; C -0.030; C -0.022; C -0.046; H 0.123; H 0.129; H 0.128; H 0.118; H 0.076; H 0.069; H 0.130; H 0.129; H 0.132; H 0.128; C -0.014; C -0.567; C -0.010; C -0.010; C -0.039; N 0.123; H 0.109; H 0.094; H 0.096; H 0.110; H 0.083; H 0.099; H 0.110; H 0.100; H 0.083; C 0.014; C -0.119; N 0.097; H 0.113; H 0.114; H 0.114

***

The following is a DFT calculation (ωB97M-V/def2-TZVPD) of a molecular structure, C31H32ClIrN4O4 at a distorted geometry.

Geometry (Å):
Ir 0.510 -0.677 0.946
C 1.852 -4.345 -4.806
C 1.257 -3.817 -3.537
C -0.111 -3.519 -3.442
C -0.678 -3.010 -2.288
C -2.068 -2.645 -2.307
N -2.703 -2.197 -1.285
C -4.072 -1.663 -1.276
C -4.064 -0.319 -0.564
C -3.087 0.675 -1.200
N -3.399 2.042 -0.768
C -3.057 2.733 0.281
C -2.255 2.528 1.443
C -2.418 3.590 2.381
C -1.905 3.582 3.652
C -2.103 4.722 4.622
C -1.198 2.439 4.005
C -0.940 1.400 3.114
C -0.144 0.306 3.613
N 0.500 -0.569 2.931
C 1.376 -1.512 3.645
C 2.801 -1.248 3.168
C 3.135 -2.071 1.954
N 2.123 -1.947 0.860
C 2.403 -2.678 -0.162
C 1.525 -2.986 -1.269
C 2.047 -3.542 -2.427
C 0.128 -2.765 -1.137
O -0.390 -2.415 -0.008
C -1.425 1.422 1.789
O -1.159 0.456 0.957
H 1.121 -4.887 -5.402
H 2.703 -4.995 -4.610
H 2.214 -3.510 -5.412
H -0.741 -3.701 -4.307
H -2.612 -2.718 -3.245
H -2.167 -2.171 -0.412
H -4.714 -2.365 -0.746
H -4.425 -1.588 -2.304
H -3.787 -0.468 0.483
H -5.080 0.079 -0.577
H -3.174 0.666 -2.288
H -2.061 0.453 -0.931
H -4.066 2.517 -1.363
H -3.561 3.694 0.288
H -3.013 4.445 2.077
H -2.899 5.388 4.296
H -1.192 5.313 4.718
H -2.355 4.351 5.615
H -0.817 2.356 5.019
H -0.043 0.251 4.696
H 1.050 -2.522 3.398
H 1.292 -1.388 4.724
H 3.506 -1.500 3.961
H 2.934 -0.183 2.961
H 3.167 -3.122 2.246
H 4.117 -1.816 1.555
H 3.370 -3.183 -0.176
H 3.110 -3.749 -2.484
Cl 4.251 5.382 -1.584
C 3.453 3.940 -1.661
C 3.121 3.388 -2.935
C 2.466 2.200 -2.975
C 2.096 1.530 -1.768
C 2.447 2.082 -0.505
C 3.112 3.264 -0.439
C 1.369 0.215 -1.928
O 1.654 -0.394 -2.940
O 0.458 -0.127 -1.074
H 3.411 3.913 -3.836
H 2.219 1.733 -3.919
H 2.185 1.549 0.398
H 3.400 3.712 0.503

Its multiplicity is 2. The calculation puts the frontier orbital gap (spin up / spin down) at 6.2 / 4.1 eV. As for the HOMO energy (spin up / spin down): -0.5761 / -0.5799 hartree. As for the total charge: +3. For the energy above the lowest of the compared OMol25 structures with the same formula, charge and spin, the calculation gives 50.0 kcal/mol.

Löwdin charges in e: Ir 1.493; C -0.017; C -0.214; C 0.066; C -0.099; C 0.058; N 0.099; C -0.112; C -0.135; C -0.136; N 0.104; C 0.037; C -0.077; C 0.051; C -0.230; C -0.013; C 0.067; C -0.116; C -0.024; N -0.150; C -0.168; C -0.165; C -0.180; N -0.104; C -0.040; C -0.122; C 0.056; C -0.295; O -0.118; C -0.260; O -0.212; H 0.093; H 0.094; H 0.101; H 0.143; H 0.165; H 0.141; H 0.144; H 0.139; H 0.125; H 0.134; H 0.143; H 0.087; H 0.174; H 0.151; H 0.135; H 0.090; H 0.097; H 0.096; H 0.146; H 0.155; H 0.135; H 0.131; H 0.136; H 0.115; H 0.140; H 0.136; H 0.158; H 0.146; Cl 0.974; C -0.606; C -0.019; C 0.050; C -0.008; C 0.017; C -0.024; C -0.554; O 0.143; O -0.172; H 0.136; H 0.143; H 0.096; H 0.130

***

The following is a DFT calculation (ωB97M-V/def2-TZVPD) of a molecular structure, C31H32CuN7OS3Si.

Geometry (Å):
Cu 0.349 1.179 -0.243
C -0.085 4.291 -1.536
Si 1.537 2.365 -3.015
C 3.399 1.942 -3.028
C 1.223 3.419 -4.598
N 0.564 1.107 -2.463
C -0.254 0.248 -3.117
C -0.609 0.363 -4.469
C -1.515 -0.488 -5.069
C -2.103 -1.504 -4.338
C -1.761 -1.664 -3.002
C -0.848 -0.820 -2.401
O -0.511 -0.927 -1.057
C -0.845 -2.117 -0.458
C -1.823 -2.144 0.530
C -2.194 -3.345 1.106
C -1.591 -4.527 0.713
C -0.606 -4.501 -0.260
C -0.233 -3.307 -0.849
H -0.175 4.863 -2.471
H -0.174 5.003 -0.704
H -2.003 3.646 -1.849
H 4.005 2.840 -2.992
H 3.680 1.383 -3.915
H 3.652 1.340 -2.162
H 1.891 4.273 -4.660
H 0.203 3.793 -4.637
H 1.380 2.825 -5.494
H -0.154 1.159 -5.037
H -1.767 -0.354 -6.113
H -2.826 -2.169 -4.787
H -2.225 -2.450 -2.422
H -2.297 -1.222 0.823
H -2.971 -3.364 1.854
H -1.894 -5.465 1.156
H -0.131 -5.423 -0.571
H 0.518 -3.290 -1.627
S -1.851 1.319 0.808
C -1.038 1.846 2.361
S 0.613 1.728 2.410
C -1.894 2.298 3.348
C -1.457 2.798 4.580
N -1.176 3.238 5.606
C -3.279 2.359 3.164
N -4.423 2.439 3.045
N -1.155 3.320 -1.396
C 1.330 3.694 -1.514
C 2.322 4.758 -1.742
C 3.502 4.778 -1.083
C 3.749 3.793 -0.100
C 2.739 2.892 0.194
N 1.560 2.862 -0.385
H -0.867 2.452 -1.844
H -1.715 2.502 0.173
H 2.078 5.502 -2.487
H 4.235 5.552 -1.276
H 4.675 3.778 0.453
H 2.876 2.176 0.994
N 2.261 -3.562 1.105
C 1.429 -2.981 2.035
S 1.371 -1.347 2.165
N 0.782 -3.877 2.829
C -0.126 -3.675 3.868
C -0.911 -2.533 3.993
C -1.829 -2.439 5.023
C -1.970 -3.463 5.946
C -1.185 -4.599 5.829
C -0.280 -4.711 4.790
H 2.607 -2.903 0.423
H 2.002 -4.460 0.723
H 1.093 -4.837 2.737
H -0.801 -1.721 3.295
H -2.441 -1.552 5.099
H -2.685 -3.378 6.751
H -1.274 -5.402 6.548
H 0.325 -5.604 4.697

Its multiplicity is 2. The calculation puts the frontier orbital gap (spin up / spin down) at 6.5 / 5.9 eV. As for the HOMO energy (spin up / spin down): -0.1567 / -0.1560 hartree. As for the total charge: -1. For the energy above the lowest of the compared OMol25 structures with the same formula, charge and spin, the calculation gives 77.4 kcal/mol.

Löwdin charges in e: Cu 0.063; C -0.223; Si 0.564; C -0.152; C -0.170; N -0.083; C -0.310; C -0.049; C -0.124; C -0.122; C -0.030; C -0.187; O -0.056; C -0.300; C -0.014; C -0.080; C -0.105; C -0.112; C -0.037; H 0.102; H 0.125; H 0.094; H 0.016; H 0.019; H 0.023; H 0.020; H 0.021; H 0.014; H 0.076; H 0.092; H 0.088; H 0.114; H 0.066; H 0.110; H 0.099; H 0.100; H 0.129; S 0.817; C -0.989; S 0.613; C -0.411; C -0.269; N 0.134; C -0.308; N 0.127; N -0.030; C -0.460; C -0.080; C -0.101; C -0.059; C -0.181; N 0.013; H 0.031; H -0.102; H 0.108; H 0.103; H 0.095; H 0.078; N 0.065; C -0.875; S 0.709; N 0.059; C -0.253; C -0.056; C -0.067; C -0.102; C -0.103; C -0.041; H 0.080; H 0.080; H 0.140; H 0.048; H 0.110; H 0.096; H 0.096; H 0.103

***

Q: Which calculated total energy values were calculated for the entries above? A: -2731.1318 -2284.0475 -4783.6395, in Eh.